i:
DFT (ωB97M-V/def2-TZVPD) results for a cluster of 2 separate species, C5H6N2O2 in total.

Values from the calculation:
SMILES: Cc1ncc(C#N)o1.O

```
15
Properties=species:S:1:pos:R:3:mulliken_charge:R:1
O 1.29558 0.69039 -3.81529 -0.6931
O -0.20200 -0.54057 0.18903 -0.3324
N 0.15562 0.61740 2.02368 -0.5402
N -1.07558 1.37361 -2.47346 -0.5865
C -0.13441 0.77368 -0.16868 0.6180
C -0.09665 -0.56017 1.52365 0.7290
C -0.33330 -1.83596 2.23636 -1.0346
C 0.09681 1.49321 0.96608 -0.2057
C -0.43480 1.15178 -1.51351 0.0831
H 0.24183 2.56395 1.07634 0.3952
H 1.38082 -0.15911 -3.34459 0.2990
H -0.26051 -1.67009 3.31531 0.3091
H -1.32881 -2.22996 1.99242 0.2914
H 0.28174 0.91467 -3.94102 0.3737
H 0.41366 -2.58282 1.93368 0.2938
```

***

ii:
DFT (ωB97M-V/def2-TZVPD) results for an isolated molecule of C5H6N2O2.

Values from the calculation:
SMILES: Nn1c(O)c2c(c1O)C2

```
15
Properties=species:S:1:pos:R:3:mulliken_charge:R:1
O 2.32746 0.85551 -0.01476 -0.4828
O -1.87188 -1.69077 -0.03226 -0.5206
N 0.58143 -0.70722 0.11975 0.2085
N 1.46711 -1.75593 -0.09679 -0.7699
C -1.20143 -0.55035 -0.07728 -0.2597
C 1.01052 0.59491 0.03181 -0.0131
C -1.30414 0.74267 0.07150 0.3415
C -1.24050 2.21304 -0.13739 -0.2064
C -0.02340 1.44757 0.14335 0.1465
H 1.33771 -2.17540 -1.01890 0.2109
H 2.78061 -0.00351 0.01812 0.4098
H -1.63787 2.84633 0.64974 0.1798
H -1.43231 2.58575 -1.14068 0.1820
H -2.13235 -1.92789 0.87036 0.3398
H 1.33904 -2.47470 0.61341 0.2337
```

***

Of them, i has the highest stability.